No. 1
Density functional theory data (the ωB97M-V functional and the def2-TZVPD basis) for a cluster of 14 separate species, C25H51BrCl26NOP in total.

Computed properties:
LUMO ... 0.3 eV
Frontier orbital gap ... 8.81 eV
Multiplicity ... 1
E ... -435203.6148 eV
Charge ... 0
HOMO energy ... -8.4944 eV

```
106
Properties=species:S:1:pos:R:3:mulliken_charge:R:1
C 4.87 -3.08 0.89 -1.129
C 5.92 -2.02 0.59 0.227
C 5.37 -0.95 -0.33 -0.289
C 5.71 0.45 0.09 -0.687
C 5.33 0.84 1.50 -0.750
C 4.01 1.61 1.72 -1.162
C 3.42 2.31 0.54 -0.361
C 2.43 1.54 -0.34 -0.360
P 1.92 -0.10 0.28 0.241
Br 1.45 -1.22 -1.61 -0.328
C 0.31 0.32 1.12 0.508
C -0.93 -0.29 0.59 -0.624
O -1.45 0.22 -0.29 -0.514
N -1.47 -1.42 1.18 0.654
C -1.27 -2.64 0.39 -1.035
C -1.11 -1.58 2.58 -1.337
H 4.58 -3.09 1.91 0.248
H 4.00 -2.94 0.29 0.203
H 5.24 -4.05 0.66 0.477
H 6.69 -2.54 0.08 -0.654
H 6.37 -1.65 1.48 0.688
H 4.34 -1.08 -0.52 -0.383
H 5.86 -1.08 -1.26 0.465
H 6.77 0.49 0.03 0.520
H 5.36 1.13 -0.66 0.322
H 5.32 0.00 2.13 0.340
H 6.11 1.45 1.87 0.441
H 4.22 2.35 2.44 0.549
H 3.33 0.97 2.22 0.462
H 4.19 2.68 -0.08 0.485
H 2.92 3.17 0.89 -0.160
H 2.79 1.42 -1.33 0.856
H 1.55 2.11 -0.45 -0.205
H 0.17 1.37 1.01 -0.334
H 0.46 0.14 2.15 0.704
H -2.12 -3.26 0.52 0.256
H -0.39 -3.20 0.64 0.060
H -1.26 -2.38 -0.63 0.509
H -0.06 -1.59 2.77 0.441
H -1.55 -0.80 3.15 0.399
H -1.52 -2.49 2.93 0.316
C -5.10 -2.27 0.62 -0.081
Cl -4.56 -3.31 1.95 -0.165
Cl -6.11 -0.94 1.22 -0.240
H -4.24 -1.86 0.12 0.073
H -5.69 -2.87 -0.07 0.375
C -9.01 -0.33 -0.74 0.435
Cl -8.59 0.40 -2.29 -0.140
Cl -9.88 -1.86 -0.94 -0.192
H -8.10 -0.53 -0.20 -0.400
H -9.64 0.36 -0.20 0.292
C -1.38 3.37 -1.18 0.659
Cl -2.44 4.71 -1.67 -0.310
Cl 0.04 3.25 -2.22 -0.164
H -1.07 3.54 -0.16 -0.269
H -1.93 2.43 -1.25 0.047
C 0.68 5.78 1.83 0.108
Cl 0.03 4.23 2.39 -0.155
Cl 2.43 5.87 2.06 -0.143
H 0.46 5.88 0.78 -0.265
H 0.21 6.57 2.39 0.396
C 9.68 -3.49 -1.02 -0.096
Cl 8.59 -3.45 -2.41 -0.166
Cl 8.85 -4.04 0.45 -0.173
H 10.48 -4.18 -1.25 0.158
H 10.06 -2.50 -0.85 0.271
C 12.68 -6.14 -3.14 -0.306
Cl 11.12 -5.30 -3.09 -0.106
Cl 12.89 -7.21 -1.75 -0.148
H 12.72 -6.73 -4.04 0.297
H 13.47 -5.41 -3.13 0.264
C -13.34 -1.84 -2.83 0.133
Cl -12.92 -1.12 -4.39 -0.160
Cl -14.22 -3.37 -3.03 -0.155
H -12.43 -2.03 -2.28 -0.066
H -13.97 -1.15 -2.29 0.264
C 0.47 7.63 -2.25 -0.221
Cl 1.72 6.78 -1.32 -0.110
Cl -0.09 9.08 -1.42 -0.165
H 0.89 7.91 -3.20 0.339
H -0.36 6.95 -2.39 0.124
C 0.56 -4.66 3.67 0.092
Cl -0.91 -5.52 3.16 -0.159
Cl 1.43 -3.98 2.29 -0.070
H 0.28 -3.85 4.33 -0.347
H 1.21 -5.36 4.18 0.415
C 5.26 7.38 -0.71 0.336
Cl 5.76 8.12 0.82 -0.161
Cl 6.00 5.79 -0.95 -0.144
H 4.19 7.26 -0.70 -0.301
H 5.57 8.03 -1.52 0.318
C 0.46 -3.33 7.53 -0.277
Cl -0.98 -4.22 7.00 -0.133
Cl 1.35 -2.66 6.16 -0.101
H 0.14 -2.51 8.17 0.287
H 1.11 -4.01 8.07 0.286
C -16.69 -0.92 -5.39 0.033
Cl -17.63 -2.16 -6.23 -0.159
Cl -17.10 0.70 -5.95 -0.159
H -16.90 -0.99 -4.33 0.229
H -15.64 -1.10 -5.58 0.056
C -5.44 2.85 -2.48 0.113
Cl -7.02 3.65 -2.53 -0.170
Cl -5.37 1.60 -1.23 -0.041
H -5.25 2.38 -3.43 0.305
H -4.68 3.61 -2.28 -0.148
```

***

No. 2
Density functional theory data (the ωB97M-V functional and the def2-TZVPD basis) for a structure of composition C25H51CdF2N6O13.

Computed properties:
LUMO ... -3.6 eV
Frontier orbital gap ... 7.57 eV
Multiplicity ... 1
E ... -72305.4360 eV
Charge ... +1
Energy relative to the best compared isomer or geometry (same formula, charge and spin) ... 0.0 kJ/mol
HOMO energy ... -11.1924 eV

```
98
Properties=species:S:1:pos:R:3:mulliken_charge:R:1
Cd 0.85 -3.18 -1.38 2.138
C 0.24 -0.07 -0.26 1.824
O 0.11 -1.21 -1.03 -0.029
H 1.30 0.19 -0.10 -0.556
H -0.26 0.78 -0.75 -1.044
H -0.23 -0.15 0.73 -0.269
C 4.34 -1.62 -3.82 -1.265
C 3.42 -1.47 -2.64 0.332
O 2.56 -2.32 -2.35 -0.570
N 3.49 -0.34 -1.93 0.325
C 4.35 0.82 -2.21 -1.157
H 4.58 -2.66 -4.04 0.368
H 5.28 -1.10 -3.68 0.425
H 3.85 -1.22 -4.71 0.276
H 2.74 -0.20 -1.28 -0.209
H 4.15 1.68 -1.59 0.283
H 4.31 1.11 -3.26 0.381
H 5.39 0.53 -2.08 0.432
C 3.16 1.60 1.49 0.617
C 3.28 3.07 1.82 0.159
O 4.01 3.41 2.74 -0.662
N 2.55 4.00 1.12 -0.103
C 1.51 3.81 0.12 -0.509
H 2.87 1.50 0.45 -0.711
H 2.37 1.25 2.16 -0.257
H 4.07 1.04 1.70 0.436
H 2.99 4.90 1.20 0.252
H 1.43 4.78 -0.37 0.395
H 0.51 3.77 0.57 0.204
H 1.73 2.96 -0.52 0.023
C -0.86 1.14 3.36 0.371
C -0.60 1.05 4.83 0.508
O -0.14 0.01 5.28 -0.695
N -0.90 2.13 5.57 -0.163
C -0.65 2.15 6.99 -0.930
H 0.13 1.30 2.90 -0.224
H -1.51 1.94 3.01 0.150
H -1.10 0.17 2.94 -0.208
H -1.40 2.90 5.17 0.248
H -1.45 2.73 7.48 0.337
H 0.32 2.61 7.21 0.309
H -0.59 1.23 7.57 0.307
C -5.39 1.75 -3.61 -1.183
C -5.00 0.70 -2.60 0.704
O -5.56 0.64 -1.51 -0.624
N -4.04 -0.17 -2.98 -0.027
C -3.42 -1.10 -2.04 -1.028
H -5.26 1.47 -4.66 0.422
H -4.70 2.60 -3.53 0.234
H -6.39 2.14 -3.44 0.348
H -3.99 -0.40 -3.96 0.264
H -3.91 -1.17 -1.08 0.472
H -2.35 -0.89 -1.95 0.018
H -3.36 -2.03 -2.62 0.388
C 3.28 -4.28 2.07 -1.626
C 2.42 -3.21 1.51 0.706
O 2.03 -3.20 0.32 -0.504
N 1.99 -2.20 2.28 0.470
C 2.25 -2.00 3.70 -0.995
H 3.43 -5.15 1.44 0.355
H 2.86 -4.69 2.99 0.440
H 4.27 -3.87 2.29 0.375
H 1.26 -1.66 1.84 -0.353
H 2.83 -2.76 4.21 0.407
H 1.33 -1.96 4.28 0.325
H 2.80 -1.06 3.83 0.279
C -2.44 -5.55 -0.43 -1.306
C -1.72 -4.42 0.30 0.763
O -0.65 -3.92 -0.12 -0.776
N -2.24 -4.02 1.44 -0.152
C -1.68 -3.13 2.44 -0.402
H -2.58 -5.40 -1.49 0.329
H -3.40 -5.69 0.07 0.367
H -1.82 -6.44 -0.33 0.298
H -3.08 -4.53 1.69 0.210
H -1.00 -2.44 1.95 -0.208
H -1.11 -3.69 3.18 0.313
H -2.50 -2.55 2.87 0.370
C -2.32 2.87 -1.01 0.723
C -3.51 2.91 -0.05 0.595
O -3.61 4.26 0.29 -0.344
C -2.57 4.96 -0.24 0.576
O -2.39 6.10 0.02 -0.536
O -1.76 4.19 -0.95 -0.340
F -3.22 2.22 1.11 -0.257
H -2.65 2.61 -2.02 -0.102
H -1.62 2.10 -0.70 -0.482
H -4.41 2.47 -0.48 0.108
C -0.60 0.05 -4.15 0.620
C 0.85 -0.31 -4.52 0.708
O 1.51 0.88 -4.17 -0.232
C 0.66 1.90 -4.05 0.504
O 0.92 3.04 -3.89 -0.510
O -0.62 1.46 -4.14 -0.340
F 0.97 -0.46 -5.87 -0.396
H -0.88 -0.34 -3.17 -0.776
H -1.31 -0.45 -4.81 0.363
H 1.22 -1.17 -3.98 -0.095
```

***

No. 3
Density functional theory data (the ωB97M-V functional and the def2-TZVPD basis) for a cluster of 3 separate species, C25H51ClN7O4P2S3 in total.

Computed properties:
LUMO ... -4.8 eV
Frontier orbital gap ... 4.97 eV
Multiplicity ... 1
E ... -108965.2070 eV
Charge ... +1
HOMO energy ... -9.7558 eV

```
93
Properties=species:S:1:pos:R:3:mulliken_charge:R:1
C 0.68 2.27 7.66 -1.261
C -0.69 2.85 7.07 -0.064
C -0.30 3.86 5.89 -0.330
Cl 0.25 5.50 6.58 -0.119
C -1.41 4.18 4.88 0.751
C -2.65 4.77 5.43 0.658
C -2.96 5.03 6.92 -1.675
S -3.94 3.58 7.58 0.888
O -3.73 2.46 6.67 -0.538
O -5.37 3.91 7.65 -0.618
C -3.81 5.18 4.56 -0.609
C -3.81 5.05 3.12 -1.443
C -2.60 4.43 2.54 1.141
C -2.60 4.28 1.04 -0.007
S -3.96 4.84 -0.03 -0.274
C -1.41 3.68 0.49 -0.343
N -0.38 3.24 1.30 0.040
C -0.33 3.35 2.68 -0.501
S 1.19 2.61 3.33 -0.339
C -1.44 3.99 3.40 0.727
H 1.30 1.75 6.88 0.304
H 0.48 1.66 8.57 0.376
H 1.27 3.17 8.02 0.320
H -1.18 3.37 7.93 0.034
H -1.25 1.96 6.68 0.353
H 0.67 3.46 5.55 0.371
H -2.09 5.16 7.61 0.529
H -3.64 5.92 7.04 0.546
H -3.44 3.32 8.86 0.193
H -4.73 5.65 5.00 0.359
H -4.68 5.39 2.50 0.331
H -3.50 5.99 -0.65 0.227
H -1.36 3.58 -0.63 0.350
H 0.39 2.81 0.76 0.383
H 0.84 1.32 3.65 0.249
O 0.12 3.03 -2.94 -0.812
P 0.81 1.90 -3.72 0.874
N 0.76 2.75 -5.22 0.039
C 0.57 2.21 -6.56 -0.735
C 1.60 3.95 -5.27 -1.027
N -0.56 0.84 -3.61 0.354
C -1.26 0.26 -4.74 -1.275
C -1.53 1.13 -2.57 -0.935
N 1.70 0.57 -4.46 0.063
C 1.81 -0.63 -3.57 -1.195
C 3.11 0.91 -4.76 -1.096
H 1.42 1.63 -6.93 0.279
H 0.40 3.01 -7.28 0.396
H -0.32 1.59 -6.64 0.170
H 2.67 3.70 -5.33 0.268
H 1.46 4.56 -4.38 0.218
H 1.35 4.58 -6.13 0.423
H -1.89 1.00 -5.25 0.312
H -1.91 -0.55 -4.42 0.410
H -0.58 -0.19 -5.46 0.400
H -2.19 1.97 -2.84 0.327
H -1.03 1.37 -1.63 0.058
H -2.16 0.26 -2.36 0.381
H 2.29 -0.37 -2.62 0.329
H 2.39 -1.42 -4.05 0.498
H 0.84 -1.07 -3.35 0.215
H 3.62 1.33 -3.89 0.385
H 3.19 1.63 -5.58 0.294
H 3.67 0.04 -5.10 0.367
O 2.09 -3.87 -1.93 -0.752
P 1.74 -5.11 -1.12 0.861
N 2.55 -6.18 -2.22 0.055
C 2.18 -7.53 -2.60 -0.763
C 4.01 -6.02 -2.26 -1.010
N 0.06 -5.05 -1.53 0.239
C -0.67 -6.12 -2.20 -1.268
C -0.47 -3.77 -2.00 -1.068
N 1.37 -6.46 -0.03 -0.109
C 0.41 -6.08 1.04 -1.050
C 2.56 -6.95 0.71 -1.091
H 2.32 -8.27 -1.80 0.276
H 2.79 -7.87 -3.44 0.398
H 1.16 -7.61 -2.96 0.177
H 4.50 -6.41 -1.36 0.267
H 4.29 -4.97 -2.34 0.232
H 4.45 -6.52 -3.12 0.399
H -0.43 -6.17 -3.26 0.329
H -1.75 -5.95 -2.11 0.425
H -0.50 -7.09 -1.73 0.372
H -0.20 -3.57 -3.04 0.285
H -0.10 -2.95 -1.38 0.301
H -1.56 -3.75 -1.91 0.384
H 0.78 -5.25 1.64 0.361
H 0.22 -6.93 1.70 0.408
H -0.57 -5.80 0.65 0.308
H 3.09 -6.14 1.21 0.377
H 3.26 -7.47 0.05 0.266
H 2.27 -7.69 1.46 0.397
```